(1)
7 unconnected molecules or ions with the total composition C44H77BrN3O9S, computed with ωB97M-V with the def2-TZVPD basis set.

Summary:
Strongest force on any atom: 0.60 eV/A
HOMO: -10.758 eV
Energy: -150643.4740 eV
Molar mass: 904.08 g mol⁻¹

Geometry as ORCA input:
```
! RIJCOSX wB97M-V def2-TZVPD def2/J DEFGRID3
* xyz 1 1
C -1.29 -0.48 2.73
C -0.31 0.65 3.03
C 0.77 0.83 1.98
C 0.22 1.29 0.61
C 0.09 2.82 0.50
C 0.93 0.60 -0.53
C 0.26 -0.42 -1.19
C 0.84 -1.14 -2.21
C 0.19 -2.28 -3.00
O 0.61 -2.51 -4.10
O -0.71 -3.06 -2.39
C -1.89 -2.47 -1.79
C -3.12 -3.34 -2.00
C -4.36 -2.45 -2.17
C -4.85 -1.93 -0.82
S -6.53 -1.26 -0.97
C -6.30 0.20 -0.07
N -5.45 0.46 0.87
N -5.67 1.78 1.24
C -6.65 2.19 0.52
O -7.11 1.25 -0.35
C 2.15 -0.82 -2.58
C 2.79 0.17 -1.90
N 2.20 0.87 -0.90
C 3.03 1.89 -0.23
C 3.02 3.23 -0.98
C 4.02 3.30 -2.12
Br 3.39 4.64 0.30
H -0.77 -1.38 2.40
H -1.91 -0.71 3.59
H -1.99 -0.21 1.93
H 0.21 0.42 3.96
H -0.85 1.58 3.21
H 1.53 1.52 2.34
H 1.27 -0.14 1.85
H -0.80 0.90 0.55
H -0.77 3.13 1.10
H -0.05 3.15 -0.52
H 0.94 3.32 0.95
H -0.75 -0.62 -0.86
H -2.04 -1.47 -2.20
H -1.70 -2.37 -0.72
H -3.26 -3.93 -1.10
H -3.01 -3.99 -2.86
H -5.15 -2.98 -2.69
H -4.11 -1.58 -2.79
H -4.21 -1.14 -0.42
H -4.88 -2.72 -0.08
H -7.12 3.15 0.54
H 2.64 -1.35 -3.38
H 3.81 0.44 -2.13
H 2.67 2.02 0.79
H 4.04 1.50 -0.22
H 2.03 3.43 -1.37
H 3.69 2.68 -2.96
H 5.01 3.00 -1.81
H 4.08 4.32 -2.50
C 4.42 -1.71 5.37
C 3.28 -2.52 4.76
C 2.09 -1.60 5.02
O 2.60 -0.26 4.98
C 4.03 -0.29 5.00
H 5.40 -1.98 4.99
H 4.43 -1.82 6.45
H 3.43 -2.65 3.69
H 3.15 -3.50 5.21
H 1.66 -1.78 6.01
H 1.30 -1.70 4.27
H 4.40 -0.02 4.00
H 4.39 0.44 5.72
C -3.61 6.01 2.29
C -2.45 6.61 3.08
C -1.27 5.80 2.58
O -1.57 5.46 1.22
C -2.95 5.75 0.94
H -4.47 6.66 2.21
H -3.93 5.07 2.74
H -2.33 7.67 2.83
H -2.58 6.54 4.16
H -1.15 4.88 3.15
H -0.33 6.35 2.60
H -3.00 6.64 0.30
H -3.38 4.91 0.40
C -3.47 -5.20 -7.17
C -2.12 -4.49 -7.03
C -2.44 -3.43 -5.99
O -3.46 -3.98 -5.14
C -3.99 -5.17 -5.74
H -3.40 -6.21 -7.57
H -4.13 -4.62 -7.82
H -1.37 -5.19 -6.64
H -1.75 -4.07 -7.96
H -2.84 -2.52 -6.46
H -1.58 -3.16 -5.38
H -3.62 -6.04 -5.17
H -5.07 -5.15 -5.68
C -5.35 -7.02 -11.92
C -4.00 -6.33 -11.77
C -4.31 -5.27 -10.73
O -5.34 -5.81 -9.89
C -5.87 -7.00 -10.49
H -5.29 -8.03 -12.33
H -6.00 -6.44 -12.57
H -3.26 -7.04 -11.38
H -3.61 -5.91 -12.70
H -4.69 -4.35 -11.20
H -3.45 -5.01 -10.11
H -5.52 -7.87 -9.93
H -6.96 -6.96 -10.43
C 6.19 5.63 2.92
C 7.42 5.76 3.80
C 8.35 4.72 3.19
O 8.03 4.67 1.80
C 6.82 5.38 1.55
H 5.54 6.51 2.93
H 5.59 4.77 3.23
H 7.85 6.76 3.70
H 7.23 5.58 4.86
H 8.18 3.73 3.63
H 9.41 4.97 3.30
H 7.05 6.33 1.05
H 6.18 4.78 0.90
C 2.55 -0.38 10.32
C 2.39 0.88 9.47
C 3.66 0.83 8.62
O 3.97 -0.55 8.44
C 3.18 -1.35 9.33
H 1.62 -0.75 10.74
H 3.24 -0.19 11.15
H 1.51 0.79 8.84
H 2.31 1.79 10.05
H 4.50 1.32 9.13
H 3.52 1.30 7.64
H 2.41 -1.87 8.75
H 3.83 -2.09 9.80
*
```


(2)
11 unconnected molecules or ions with the total composition C44H77N11 at a distorted geometry, computed with ωB97M-V with the def2-TZVPD basis set.

Summary:
SMILES: CCCC#N.CCCC#N.CCCC#N.CCCC#N.CCCC#N.CCCC#N.CCCC#N.CCCC#N.CCCC#N.CCCC#N.CCCC#N
Strongest force on any atom: 3.77 eV/A
HOMO: -11.019 eV
Energy above the lowest of the compared OMol25 structures with the same formula, charge and spin: 62.2 kcal/mol
Energy: -63264.3758 eV
Molar mass: 760.18 g mol⁻¹

Geometry as ORCA input:
```
! RIJCOSX wB97M-V def2-TZVPD def2/J DEFGRID3
* xyz 0 1
C 16.60 12.97 10.63
C 16.72 13.88 11.87
C 15.48 13.69 12.70
C 14.32 14.43 12.17
N 13.40 15.00 11.76
H 15.54 12.98 10.25
H 16.84 11.96 10.95
H 17.32 13.29 9.91
H 16.81 14.90 11.57
H 17.61 13.72 12.40
H 15.57 14.07 13.77
H 15.17 12.65 12.83
C 21.58 14.66 13.61
C 21.40 15.55 12.40
C 20.51 16.83 12.56
C 19.72 17.03 11.37
N 19.01 17.33 10.55
H 22.43 15.02 14.18
H 21.85 13.66 13.37
H 20.72 14.62 14.25
H 20.87 14.95 11.63
H 22.39 15.85 12.02
H 21.11 17.72 12.70
H 19.85 16.84 13.45
C 12.29 12.97 13.88
C 10.92 12.71 14.54
C 9.88 13.81 14.46
C 10.27 15.06 15.15
N 10.65 15.99 15.72
H 12.81 13.86 14.25
H 12.21 13.11 12.79
H 12.86 12.16 14.21
H 11.03 12.62 15.62
H 10.51 11.76 14.20
H 8.93 13.49 14.85
H 9.74 14.13 13.40
C 16.29 9.89 15.66
C 15.14 10.46 16.51
C 14.99 12.00 16.46
C 13.77 12.44 17.26
N 12.83 12.95 17.66
H 16.44 10.54 14.80
H 15.98 8.92 15.28
H 17.10 9.77 16.34
H 15.13 10.19 17.57
H 14.16 10.08 16.09
H 14.78 12.36 15.45
H 15.86 12.58 16.80
C 16.89 17.51 14.52
C 15.47 17.49 13.91
C 15.53 17.79 12.37
C 15.83 19.18 12.09
N 16.29 20.24 11.85
H 16.83 17.12 15.52
H 17.22 18.51 14.55
H 17.62 16.92 13.98
H 14.82 18.24 14.48
H 15.01 16.51 14.07
H 14.62 17.49 11.83
H 16.34 17.18 11.87
C 17.89 11.74 6.54
C 19.36 11.95 6.45
C 20.05 11.60 7.76
C 19.91 12.54 8.89
N 19.90 13.29 9.73
H 17.50 10.70 6.58
H 17.50 12.23 5.65
H 17.43 12.30 7.38
H 19.58 12.98 6.16
H 19.70 11.26 5.69
H 21.13 11.46 7.68
H 19.77 10.66 8.16
C 19.64 10.88 13.75
C 20.99 10.86 14.42
C 20.87 10.82 15.96
C 20.18 11.95 16.45
N 19.58 12.86 16.76
H 19.10 9.95 14.02
H 19.70 10.98 12.59
H 19.01 11.72 14.00
H 21.57 11.74 14.16
H 21.56 10.03 14.07
H 21.84 10.78 16.36
H 20.34 9.90 16.34
C 14.22 18.65 17.44
C 12.99 17.76 17.28
C 13.22 16.28 17.57
C 14.31 15.66 16.75
N 15.15 15.15 16.16
H 14.59 18.54 18.49
H 13.96 19.68 17.29
H 15.00 18.37 16.72
H 12.56 17.82 16.28
H 12.23 18.11 17.96
H 12.28 15.78 17.32
H 13.41 16.16 18.65
C 12.64 14.46 8.48
C 11.69 13.25 8.27
C 11.37 12.45 9.53
C 12.63 12.03 10.18
N 13.66 11.77 10.58
H 12.33 14.91 9.47
H 12.48 15.18 7.70
H 13.66 14.29 8.55
H 12.17 12.52 7.61
H 10.76 13.66 7.80
H 10.57 11.67 9.55
H 10.90 13.17 10.23
C 11.08 18.49 10.37
C 11.87 17.85 11.44
C 11.04 16.96 12.35
C 10.18 16.13 11.42
N 9.48 15.49 10.77
H 10.19 18.91 10.74
H 10.88 17.70 9.61
H 11.68 19.25 9.92
H 12.33 18.57 12.03
H 12.67 17.29 11.07
H 10.33 17.51 13.00
H 11.58 16.22 12.97
C 16.17 18.49 8.04
C 15.43 17.47 8.89
C 16.26 16.25 8.97
C 16.36 15.54 7.75
N 16.34 14.92 6.80
H 17.12 18.71 8.48
H 15.58 19.38 7.99
H 16.23 18.10 7.02
H 14.45 17.24 8.55
H 15.23 17.92 9.90
H 15.90 15.68 9.77
H 17.27 16.52 9.16
*
```


(3)
9 unconnected molecules or ions with the total composition C44H77NO27 at a distorted geometry, computed with ωB97M-V with the def2-TZVPD basis set.

Summary:
SMILES: COCCCc1ccc2c(c1)C(=O)NC2=O.CCOC(=O)OC.CCOC(=O)OC.CCOC(=O)OC.CCOC(=O)OC.CCOC(=O)OC.CCOC(=O)OC.CCOC(=O)OC.CCOC(=O)OC
Strongest force on any atom: 1.84 eV/A
HOMO: -9.792 eV
Energy: -103650.0466 eV
Molar mass: 1052.08 g mol⁻¹

Geometry as ORCA input:
```
! RIJCOSX wB97M-V def2-TZVPD def2/J DEFGRID3
* xyz 0 1
C -5.07 -7.26 -4.73
O -4.10 -6.22 -4.92
C -3.88 -5.62 -3.65
C -3.15 -4.27 -3.81
C -1.64 -4.36 -3.46
C -1.41 -3.78 -2.07
C -0.87 -4.55 -1.07
C -0.65 -4.07 0.21
C -1.01 -2.78 0.46
C -1.60 -1.98 -0.54
C -1.78 -2.47 -1.80
C -1.92 -0.62 0.10
O -2.77 0.16 -0.20
N -0.98 -0.57 1.20
C -0.93 -1.92 1.72
O -0.87 -2.22 2.88
H -5.04 -7.57 -3.67
H -4.79 -8.13 -5.33
H -6.09 -6.90 -4.92
H -3.37 -6.28 -2.93
H -4.87 -5.40 -3.22
H -3.29 -3.91 -4.84
H -3.69 -3.57 -3.18
H -1.37 -5.42 -3.41
H -0.99 -3.89 -4.21
H -0.60 -5.59 -1.26
H -0.20 -4.66 1.01
H -2.20 -1.83 -2.57
H -0.11 -0.34 0.71
C 2.99 4.35 0.71
C 3.97 3.45 -0.01
O 4.47 2.41 0.86
C 3.64 1.38 1.05
O 2.55 1.25 0.56
O 4.23 0.54 1.90
C 3.42 -0.58 2.27
H 3.44 4.74 1.62
H 2.70 5.18 0.07
H 2.09 3.81 0.99
H 4.85 4.02 -0.32
H 3.54 3.01 -0.91
H 3.04 -1.10 1.39
H 2.59 -0.25 2.90
H 4.04 -1.26 2.84
C 7.78 -4.50 4.80
C 7.02 -5.01 3.59
O 6.03 -5.97 3.95
C 4.90 -5.47 4.46
O 4.65 -4.31 4.62
O 4.10 -6.49 4.78
C 2.88 -6.10 5.41
H 8.19 -5.34 5.37
H 8.59 -3.84 4.50
H 7.12 -3.95 5.47
H 7.71 -5.52 2.91
H 6.57 -4.19 3.03
H 2.36 -5.35 4.82
H 3.09 -5.72 6.41
H 2.26 -6.99 5.49
C -1.16 -7.65 -7.23
C -0.96 -6.42 -6.37
O 0.14 -5.63 -6.84
C -0.13 -4.86 -7.90
O -1.18 -4.77 -8.47
O 0.99 -4.22 -8.23
C 0.88 -3.41 -9.40
H -0.22 -8.22 -7.30
H -1.93 -8.30 -6.80
H -1.45 -7.38 -8.24
H -0.71 -6.72 -5.35
H -1.87 -5.83 -6.31
H 0.04 -2.73 -9.34
H 0.79 -4.05 -10.28
H 1.80 -2.83 -9.49
C -2.73 5.56 5.33
C -1.67 4.68 5.96
O -2.05 3.30 5.93
C -1.88 2.69 4.75
O -1.44 3.19 3.75
O -2.30 1.43 4.88
C -2.26 0.67 3.66
H -3.70 5.38 5.79
H -2.48 6.61 5.44
H -2.84 5.34 4.26
H -1.55 4.94 7.01
H -0.70 4.82 5.48
H -1.28 0.72 3.20
H -3.02 1.04 2.96
H -2.48 -0.36 3.91
C -7.53 5.01 7.76
C -6.57 5.99 7.12
O -7.26 6.95 6.32
C -7.84 7.95 6.98
O -7.82 8.11 8.18
O -8.47 8.73 6.10
C -9.20 9.80 6.69
H -8.16 4.55 7.01
H -6.98 4.23 8.29
H -8.18 5.51 8.47
H -5.90 5.46 6.45
H -5.95 6.49 7.87
H -8.58 10.38 7.37
H -10.07 9.41 7.22
H -9.54 10.44 5.88
C 10.23 5.98 -1.38
C 11.02 4.75 -0.99
O 10.40 4.06 0.11
C 9.35 3.30 -0.21
O 8.90 3.14 -1.31
O 8.88 2.77 0.92
C 7.70 1.98 0.74
H 10.07 6.62 -0.52
H 10.76 6.54 -2.15
H 9.25 5.71 -1.77
H 12.01 5.04 -0.65
H 11.15 4.07 -1.83
H 7.84 1.23 -0.03
H 6.86 2.63 0.49
H 7.49 1.49 1.68
C -7.99 -0.29 1.76
C -8.85 0.23 2.90
O -8.15 0.18 4.15
C -7.27 1.16 4.35
O -7.03 2.06 3.60
O -6.68 0.95 5.53
C -5.65 1.89 5.84
H -7.61 -1.28 1.99
H -8.56 -0.33 0.83
H -7.13 0.36 1.60
H -9.73 -0.40 3.01
H -9.20 1.24 2.70
H -6.01 2.91 5.75
H -4.79 1.72 5.19
H -5.35 1.71 6.87
C 5.10 0.97 -7.31
C 3.65 1.34 -7.51
O 3.44 1.97 -8.79
C 3.38 1.14 -9.83
O 3.48 -0.06 -9.79
O 3.22 1.88 -10.93
C 3.23 1.12 -12.14
H 5.74 1.84 -7.46
H 5.26 0.58 -6.30
H 5.41 0.21 -8.02
H 3.35 2.07 -6.76
H 2.99 0.48 -7.40
H 2.51 0.31 -12.10
H 4.23 0.74 -12.34
H 2.95 1.80 -12.94
*
```


- Which formula does entry 3 have?
  C44H77NO27


- Number 1 is which compound?
  C44H77BrN3O9S


- Which of these has the highest HOMO?
  C44H77NO27